No. 1
{"formula": "C24H48O20S4", "method": "wB97M-V/def2-TZVPD", "symbols": ["O", "S", "O", "O", "C", "C", "O", "H", "H", "H", "H", "O", "S", "O", "O", "C", "C", "O", "H", "H", "H", "H", "O", "S", "O", "O", "C", "C", "O", "H", "H", "H", "H", "O", "S", "O", "O", "C", "C", "O", "H", "H", "H", "H", "C", "C", "C", "O", "C", "H", "H", "H", "H", "H", "H", "H", "H", "C", "C", "C", "O", "C", "H", "H", "H", "H", "H", "H", "H", "H", "C", "C", "C", "O", "C", "H", "H", "H", "H", "H", "H", "H", "H", "C", "C", "C", "O", "C", "H", "H", "H", "H", "H", "H", "H", "H"], "xyz": [[2.62, -4.82, -1.30], [3.85, -5.56, -0.97], [3.81, -6.91, -0.40], [4.80, -5.76, -2.34], [5.39, -4.50, -2.71], [5.77, -3.91, -1.41], [4.97, -4.57, -0.34], [6.32, -4.71, -3.26], [4.73, -3.88, -3.31], [5.50, -2.86, -1.48], [6.82, -4.00, -1.11], [1.11, 0.56, 1.83], [0.92, -0.24, 0.62], [2.11, -0.74, -0.11], [-0.27, -1.27, 0.68], [-1.07, -1.48, -0.56], [-0.44, -0.36, -1.47], [0.08, 0.58, -0.51], [-0.93, -2.50, -0.92], [-2.08, -1.13, -0.34], [-1.31, 0.02, -2.00], [0.43, -0.70, -2.03], [2.05, 0.59, 11.18], [1.28, 1.39, 10.14], [-0.08, 1.84, 10.42], [2.11, 2.73, 9.68], [2.08, 2.87, 8.27], [1.97, 1.41, 7.68], [1.33, 0.58, 8.69], [1.34, 3.61, 7.97], [2.99, 3.38, 7.93], [2.92, 0.97, 7.37], [1.31, 1.43, 6.81], [-8.62, -0.77, -1.35], [-7.87, 0.26, -0.68], [-6.75, -0.08, 0.23], [-7.23, 1.18, -1.89], [-8.15, 2.08, -2.43], [-8.95, 2.53, -1.17], [-8.83, 1.55, -0.13], [-7.69, 2.96, -2.88], [-8.82, 1.55, -3.10], [-10.03, 2.50, -1.33], [-8.57, 3.46, -0.75], [-3.33, 3.22, -6.90], [-4.21, 2.64, -7.93], [-5.33, 2.04, -7.27], [-4.73, 1.48, -6.12], [-3.47, 2.12, -5.86], [-3.62, 4.21, -6.53], [-2.36, 3.38, -7.36], [-3.69, 1.88, -8.52], [-4.57, 3.46, -8.54], [-5.72, 1.29, -7.96], [-6.18, 2.70, -7.08], [-2.81, 1.27, -6.03], [-3.47, 2.62, -4.89], [-3.02, -5.39, 4.76], [-4.30, -5.22, 3.91], [-4.73, -3.82, 4.21], [-3.46, -3.27, 3.97], [-2.43, -4.05, 4.51], [-2.40, -6.23, 4.45], [-3.10, -5.63, 5.82], [-5.11, -5.92, 4.17], [-4.10, -5.43, 2.86], [-5.05, -3.60, 5.23], [-5.38, -3.22, 3.56], [-2.20, -3.53, 5.44], [-1.61, -3.95, 3.80], [7.41, -1.48, 4.50], [7.33, -0.09, 3.94], [6.94, -0.37, 2.54], [7.84, -1.43, 2.14], [8.04, -2.22, 3.31], [6.38, -1.78, 4.64], [7.96, -1.58, 5.44], [8.32, 0.35, 3.93], [6.57, 0.45, 4.51], [7.16, 0.43, 1.83], [5.87, -0.58, 2.61], [9.11, -2.09, 3.50], [7.58, -3.19, 3.12], [1.82, 5.72, -5.64], [1.70, 5.07, -4.27], [1.27, 3.63, -4.62], [1.31, 3.53, -6.08], [2.19, 4.57, -6.59], [2.65, 6.40, -5.86], [0.87, 6.21, -5.83], [0.85, 5.50, -3.75], [2.59, 5.22, -3.65], [0.30, 3.35, -4.23], [2.05, 3.02, -4.16], [2.10, 4.67, -7.68], [3.26, 4.37, -6.57]], "mulliken_charge": [-0.50, 1.03, -0.53, -0.37, -0.25, -0.22, -0.24, 0.29, 0.27, 0.23, 0.29, -0.53, 1.09, -0.54, -0.23, -0.23, -0.37, -0.36, 0.27, 0.29, 0.30, 0.29, -0.53, 1.09, -0.52, -0.31, -0.31, -0.22, -0.31, 0.28, 0.30, 0.26, 0.28, -0.52, 1.06, -0.49, -0.28, -0.30, -0.25, -0.32, 0.30, 0.28, 0.25, 0.27, -0.45, -0.58, -0.41, -0.43, -0.33, 0.32, 0.23, 0.26, 0.32, 0.26, 0.28, 0.27, 0.24, -0.52, -0.51, -0.32, -0.41, -0.30, 0.30, 0.25, 0.36, 0.23, 0.23, 0.24, 0.25, 0.22, -0.62, -0.53, -0.37, -0.39, -0.43, 0.29, 0.32, 0.30, 0.30, 0.31, 0.24, 0.30, 0.28, -0.47, -0.54, -0.33, -0.44, -0.48, 0.32, 0.22, 0.24, 0.33, 0.32, 0.19, 0.35, 0.28], "smiles": "O=S1(=O)OCCO1.O=S1(=O)OCCO1.O=S1(=O)OCCO1.O=S1(=O)OCCO1.C1CCOC1.C1CCOC1.C1CCOC1.C1CCOC1", "multiplicity": 1, "orbital_gap_ev": 9.35, "relative_energy_kcal_mol": 96.11, "total_energy_ev": -109946.13604}

No. 2
{"formula": "C24H49BF4N7O2", "method": "wB97M-V/def2-TZVPD", "symbols": ["C", "C", "N", "C", "C", "N", "C", "C", "H", "H", "H", "H", "H", "H", "H", "H", "H", "H", "H", "C", "C", "N", "C", "C", "N", "C", "C", "H", "H", "H", "H", "H", "H", "H", "H", "H", "H", "H", "C", "C", "N", "C", "C", "N", "C", "C", "H", "H", "H", "H", "H", "H", "H", "H", "H", "H", "H", "C", "O", "C", "C", "N", "H", "H", "C", "C", "O", "C", "H", "H", "H", "H", "H", "H", "H", "H", "H", "H", "H", "H", "H", "H", "B", "F", "F", "F", "F"], "xyz": [[-15.83, 8.20, 3.38], [-14.66, 8.89, 4.19], [-14.19, 10.22, 3.62], [-13.99, 10.55, 2.29], [-13.82, 11.98, 2.17], [-13.78, 12.48, 3.47], [-14.06, 11.46, 4.35], [-13.59, 13.87, 3.93], [-16.60, 8.88, 3.03], [-16.25, 7.34, 3.91], [-15.37, 7.89, 2.44], [-13.85, 8.17, 4.15], [-14.95, 9.06, 5.23], [-13.97, 9.76, 1.56], [-13.60, 12.69, 1.39], [-14.13, 11.62, 5.41], [-14.55, 14.34, 4.16], [-12.91, 14.37, 3.25], [-13.04, 13.85, 4.87], [-12.91, 20.40, 11.71], [-14.42, 20.09, 11.44], [-14.66, 18.80, 10.91], [-14.66, 18.40, 9.56], [-14.99, 17.10, 9.44], [-15.09, 16.58, 10.73], [-14.84, 17.58, 11.62], [-15.61, 15.28, 11.07], [-12.46, 20.64, 10.75], [-12.41, 19.49, 12.05], [-12.77, 21.17, 12.47], [-14.94, 20.85, 10.86], [-14.93, 20.08, 12.41], [-14.51, 19.11, 8.76], [-15.20, 16.50, 8.56], [-15.06, 17.48, 12.67], [-16.36, 15.03, 10.31], [-16.03, 15.37, 12.07], [-14.86, 14.50, 11.02], [-11.36, 17.36, 14.09], [-11.03, 15.85, 13.85], [-11.14, 15.38, 12.46], [-11.63, 14.13, 12.04], [-11.80, 14.19, 10.69], [-11.44, 15.43, 10.20], [-10.90, 16.08, 11.31], [-11.52, 15.87, 8.78], [-11.13, 17.70, 15.10], [-12.38, 17.66, 13.85], [-10.77, 18.03, 13.48], [-11.78, 15.28, 14.40], [-10.08, 15.44, 14.18], [-11.85, 13.40, 12.80], [-12.07, 13.41, 9.99], [-10.45, 17.06, 11.26], [-12.45, 16.42, 8.82], [-11.77, 15.08, 8.06], [-10.70, 16.50, 8.42], [-11.13, 11.11, 6.90], [-12.26, 10.32, 6.65], [-12.19, 8.92, 6.99], [-12.37, 8.68, 8.50], [-13.84, 8.86, 8.94], [-14.46, 8.34, 8.33], [-13.97, 8.48, 9.86], [-14.41, 10.31, 9.12], [-15.54, 10.36, 10.07], [-15.13, 9.68, 11.21], [-15.92, 9.84, 12.38], [-10.79, 11.10, 7.94], [-11.13, 12.13, 6.53], [-10.24, 10.68, 6.44], [-11.25, 8.54, 6.58], [-12.96, 8.41, 6.41], [-11.69, 9.32, 9.07], [-12.10, 7.64, 8.70], [-14.73, 10.58, 8.11], [-13.53, 10.90, 9.39], [-16.40, 9.98, 9.53], [-15.68, 11.43, 10.22], [-16.15, 10.90, 12.52], [-15.54, 9.32, 13.26], [-16.84, 9.32, 12.11], [-14.93, 13.83, 7.68], [-14.21, 12.76, 7.18], [-15.14, 14.77, 6.72], [-16.22, 13.49, 8.16], [-14.24, 14.34, 8.76]], "mulliken_spin": [0.00, 0.00, 0.00, 0.00, 0.00, 0.00, 0.00, 0.00, 0.00, 0.00, 0.00, 0.00, 0.00, 0.00, 0.00, 0.00, 0.00, 0.00, 0.00, -0.05, 0.00, 0.14, 0.05, -0.03, 0.11, 0.23, -0.04, 0.00, 0.06, 0.00, 0.00, 0.00, 0.01, 0.01, -0.01, 0.01, 0.01, 0.03, 0.03, 0.02, 0.13, 0.00, -0.01, 0.07, 0.21, -0.04, 0.00, -0.01, 0.00, -0.02, 0.00, 0.01, 0.01, -0.01, 0.06, -0.01, 0.00, 0.00, 0.00, 0.00, 0.00, 0.00, 0.00, 0.00, 0.00, 0.00, 0.00, 0.00, 0.00, 0.00, 0.00, 0.00, 0.00, 0.00, 0.00, 0.00, 0.00, 0.00, 0.00, 0.00, 0.00, 0.00, 0.01, 0.00, 0.00, 0.00, 0.00], "multiplicity": 2, "orbital_gap_ev": [2.88, 8.19], "s_squared": 0.757, "total_energy_ev": -51742.42389, "total_charge": 2}